Entry 1:
Here is one molecule with the formula C25H28N4O3 from the Open Molecules 2025 dataset. Energies are from ωB97M-V/def2-TZVPD.

Each line ends with the Mulliken charge.
Positions of all 60 atoms, in Å:
C -2.378 2.862 1.012  -0.775
O -2.338 1.445 1.034  -0.354
C -1.542 0.857 0.116  0.844
O -0.848 1.483 -0.665  -0.722
C -1.635 -0.580 0.151  -1.054
N -2.352 -1.273 1.105  0.091
C -2.290 -2.600 0.827  -0.553
C -2.842 -3.679 1.512  -1.014
C -2.618 -4.939 1.008  -0.440
C -1.863 -5.135 -0.155  -0.786
C -1.311 -4.079 -0.840  -0.235
C -1.517 -2.784 -0.352  0.581
C -1.104 -1.484 -0.768  1.723
N -0.324 -1.060 -1.820  0.184
C 0.085 -1.666 -2.964  0.678
O -0.166 -2.798 -3.311  -0.682
C 0.928 -0.690 -3.800  -0.972
N 1.682 0.148 -2.902  0.453
C 2.912 -0.434 -2.416  -1.271
C 3.261 0.259 -1.104  -0.093
N 3.418 1.688 -1.318  -0.047
C 3.825 2.382 -0.096  -1.384
C 2.922 2.081 1.064  -0.132
C 1.854 2.799 1.398  -0.293
C 0.885 2.402 2.418  0.696
C 0.566 1.060 2.626  -0.556
C -0.373 0.697 3.573  -0.561
C -1.007 1.665 4.334  -0.549
C -0.701 3.002 4.136  -0.687
C 0.229 3.367 3.180  -0.296
C 2.220 2.259 -1.914  0.145
C 1.891 1.539 -3.223  -1.357
H -3.054 3.203 0.223  0.330
H -1.381 3.265 0.828  0.302
H -2.743 3.177 1.986  0.264
H -2.825 -0.833 1.874  0.220
H -3.428 -3.523 2.405  0.411
H -3.034 -5.797 1.515  0.388
H -1.716 -6.141 -0.518  0.410
H -0.744 -4.228 -1.745  0.541
H -0.035 -0.081 -1.744  -0.256
H 0.235 -0.077 -4.383  0.398
H 1.545 -1.267 -4.504  0.323
H 2.761 -1.501 -2.236  0.506
H 3.735 -0.308 -3.139  0.362
H 4.199 -0.134 -0.705  0.441
H 2.447 0.038 -0.394  -0.072
H 3.833 3.452 -0.314  0.482
H 4.847 2.062 0.130  0.415
H 3.131 1.161 1.595  0.580
H 1.671 3.751 0.916  0.309
H 1.039 0.299 2.023  0.206
H -0.612 -0.347 3.716  0.491
H -1.740 1.381 5.075  0.401
H -1.194 3.762 4.724  0.400
H 0.461 4.412 3.025  0.401
H 2.410 3.316 -2.114  0.447
H 1.346 2.172 -1.249  -0.131
H 0.975 1.959 -3.641  0.448
H 2.714 1.682 -3.943  0.401

Results
Frontier orbital gap = 7.987 eV
SMILES string = COC(=O)c1[nH]c2ccccc2c1NC(=O)CN1CCN(C/C=C/c2ccccc2)CC1
Total charge = 0
E_LUMO = 0.37 eV



Entry 2:
Here is one molecule with the formula CF2NPS in a non-equilibrium geometry from the Open Molecules 2025 dataset. Energies are from ωB97M-V/def2-TZVPD.

Each line ends with the Mulliken charge.
Positions of all 6 atoms, in Å:
N -0.483 -2.008 1.216  -0.204
C -0.224 -1.101 0.574  0.253
P -0.040 0.406 -0.345  0.725
F 0.857 -0.070 -1.577  -0.181
F 1.357 1.132 0.769  -0.392
S -1.467 1.641 -0.637  -0.200

Results
Frontier orbital gap = 10.213 eV
SMILES string = N#CP(F)(F)=S
Total charge = 0
E_LUMO = -1.15 eV



Entry 3:
Here is C26H41Cl2IrN5O3S as an isolated structure in a non-equilibrium geometry from the Open Molecules 2025 dataset. Energies are from ωB97M-V/def2-TZVPD.

Each line ends with the Mulliken charge.
Positions of all 79 atoms, in Å:
Ir -0.422 -0.163 0.964  2.205
N -1.081 -2.153 1.305  -0.475
C -1.216 -2.403 2.771  0.609
C -0.597 -3.723 3.258  -1.164
C 0.887 -3.650 3.625  -1.228
C 1.811 -3.253 2.475  0.435
N 1.775 -4.375 1.501  -0.202
C 2.111 -4.375 0.211  0.759
N 2.306 -3.271 -0.481  -0.165
N 2.241 -5.557 -0.414  -0.396
C -0.671 -1.237 3.589  0.194
O -0.906 -1.216 4.772  -0.675
O 0.068 -0.401 2.931  -1.023
H -1.997 -2.187 0.858  0.292
H -0.505 -2.848 0.842  0.071
H -2.279 -2.416 3.018  0.265
H -0.752 -4.514 2.517  0.415
H -1.165 -4.013 4.140  0.450
H 1.224 -4.627 3.986  0.514
H 1.009 -2.951 4.452  0.469
H 2.835 -3.128 2.825  0.365
H 1.497 -2.314 2.016  -0.594
H 1.702 -5.289 1.925  0.269
H 1.940 -2.340 -0.216  -0.112
H 2.485 -3.343 -1.469  0.278
H 2.263 -6.420 0.100  0.193
H 2.473 -5.593 -1.391  0.202
Cl -4.258 -1.179 0.196  -0.138
C -4.463 0.138 1.365  -0.237
Cl -3.012 0.475 2.317  0.025
H -5.245 -0.146 2.061  0.465
H -4.713 1.038 0.814  0.142
C -0.314 4.365 1.048  -1.204
S -0.269 2.984 -0.065  0.900
O -0.735 1.850 0.872  -0.600
C -1.660 3.415 -1.062  0.096
C -1.436 3.767 -2.382  -0.358
C -2.528 4.068 -3.187  -0.721
C -3.812 4.003 -2.668  -0.508
C -4.020 3.641 -1.339  -0.774
C -2.942 3.342 -0.526  -0.522
H -1.202 4.257 1.669  0.356
H -0.355 5.278 0.457  0.471
H 0.584 4.342 1.657  0.431
H -0.426 3.804 -2.772  0.555
H -2.374 4.339 -4.222  0.443
H -4.659 4.237 -3.298  0.416
H -5.026 3.602 -0.941  0.411
H -3.082 3.045 0.506  0.450
C -1.931 -0.046 -2.123  -0.835
C -0.593 -0.195 -2.844  0.201
C -0.113 -1.645 -2.747  -1.300
C 0.485 0.808 -2.452  1.209
C 0.825 1.775 -3.398  -1.019
C 1.851 2.679 -3.186  -1.070
C 2.592 2.573 -2.022  -1.161
C 2.306 1.615 -1.051  1.252
C 3.232 1.581 0.160  0.551
C 2.611 2.110 1.450  -1.374
C 3.868 0.217 0.421  -1.517
C 1.200 0.772 -1.253  -1.315
N 0.875 -0.187 -0.289  -0.291
H -2.615 -0.833 -2.452  0.561
H -2.400 0.915 -2.343  0.094
H -1.824 -0.129 -1.030  -0.201
H -0.787 0.008 -3.899  0.692
H -0.082 -1.966 -1.706  0.011
H 0.883 -1.757 -3.186  0.328
H -0.795 -2.306 -3.285  0.503
H 0.270 1.803 -4.329  0.380
H 2.093 3.425 -3.931  0.424
H 3.431 3.240 -1.860  0.446
H 4.045 2.262 -0.101  0.670
H 1.808 1.461 1.819  0.196
H 2.211 3.113 1.301  -0.042
H 3.368 2.174 2.232  0.580
H 3.117 -0.497 0.756  0.124
H 4.615 0.300 1.212  0.522
H 4.362 -0.175 -0.470  0.331

Results
Frontier orbital gap (spin up / spin down) = 6.524 / 6.586 eV
Total charge = +1
E_LUMO (spin up / spin down) = -2.50 / -2.50 eV



Entry 4:
Here is a 2-piece molecular cluster, C2H7O2 overall from the Open Molecules 2025 dataset. Energies are from ωB97M-V/def2-TZVPD.

Each line ends with the Mulliken charge.
Positions of all 11 atoms, in Å:
C -0.269 0.078 0.265  -0.151
O 0.924 0.149 -0.373  -0.890
C -1.275 1.179 -0.169  -1.132
H -0.188 0.223 1.375  0.161
H -0.811 -0.883 0.088  0.172
H -2.261 1.042 0.282  0.343
H -1.271 1.230 -1.262  0.289
H -0.921 2.185 0.097  0.266
H 1.644 -1.109 0.207  0.444
H 2.195 -2.131 -0.725  0.260
O 2.233 -1.965 0.217  -0.762

Results
Frontier orbital gap = 7.718 eV
Total charge = -1
E_LUMO = 4.69 eV



Entry 5:
Here is a 2-piece molecular cluster, C3H8N3 overall in a non-equilibrium geometry from the Open Molecules 2025 dataset. Energies are from ωB97M-V/def2-TZVPD.

Each line ends with the Mulliken charge.
Positions of all 14 atoms, in Å:
C 2.756 1.319 -1.399  -0.541
C 1.677 0.854 -0.757  -0.355
C -2.312 -1.985 0.406  -0.493
N -2.377 0.544 0.536  1.142
N -2.575 1.638 0.241  -0.711
N -2.058 -0.537 0.613  -0.214
H 2.722 1.552 -2.479  0.228
H 3.770 1.262 -1.026  0.256
H 1.836 0.669 0.316  0.222
H 0.684 0.960 -1.148  0.190
H -3.230 -2.081 -0.311  0.307
H -2.559 -2.447 1.302  0.313
H -1.391 -2.358 -0.098  0.280
H -3.210 2.373 0.632  0.375

Results
Frontier orbital gap = 7.710 eV
Total charge = +1
E_LUMO = -5.10 eV



Entry 6:
Here is C29H23BrCl2FN2O2PbS as an isolated structure from the Open Molecules 2025 dataset. Energies are from ωB97M-V/def2-TZVPD.

Each line ends with the Mulliken charge.
Positions of all 62 atoms, in Å:
Pb -1.595 -0.379 -1.544  1.352
O -3.208 2.394 1.646  -0.446
C -2.484 1.986 2.727  1.027
C -2.647 2.618 3.958  -0.787
C -1.917 2.224 5.062  -0.602
C -1.012 1.176 4.956  -0.893
C -0.866 0.545 3.737  -0.566
C -1.577 0.936 2.599  -0.350
C -1.264 0.160 1.337  1.160
O -2.209 0.243 0.336  -0.898
N 0.021 0.672 0.797  -0.135
N 0.412 0.080 -0.374  0.036
C 1.656 -0.027 -0.647  -0.473
C 2.208 -0.449 -1.922  0.007
Br 1.049 -0.429 -3.420  -0.158
C 3.503 -0.742 -2.107  -0.748
C 4.508 -0.882 -1.050  0.489
C 5.805 -0.428 -1.301  -0.475
C 6.781 -0.521 -0.325  -0.539
C 6.483 -1.094 0.904  -0.448
C 5.209 -1.585 1.149  -0.605
C 4.226 -1.484 0.179  -0.423
H -3.855 3.048 1.936  0.273
H -3.358 3.432 4.039  0.327
H -2.062 2.733 6.005  0.398
H -0.445 0.846 5.815  0.410
H -0.192 -0.302 3.655  0.384
H -1.128 -0.884 1.651  0.009
H 0.766 0.756 1.480  0.400
H 2.390 0.275 0.099  0.706
H 3.856 -0.875 -3.123  0.433
H 6.041 0.012 -2.262  0.417
H 7.779 -0.156 -0.527  0.393
H 7.250 -1.176 1.662  0.395
H 4.986 -2.066 2.092  0.403
H 3.254 -1.929 0.359  0.646
Cl -1.268 -3.101 0.444  -0.159
C -2.545 -3.939 -0.396  0.898
C -3.287 -4.868 0.307  -0.719
C -4.314 -5.535 -0.343  -0.396
C -4.591 -5.260 -1.672  -0.724
C -3.845 -4.310 -2.350  0.425
Cl -4.228 -4.004 -4.010  -0.200
C -2.795 -3.623 -1.730  -0.278
S -1.821 -2.519 -2.693  -0.300
H -3.054 -5.062 1.343  0.433
H -4.900 -6.273 0.187  0.386
H -5.385 -5.771 -2.197  0.438
F 1.677 5.381 -0.832  -0.337
C 0.784 4.477 -1.267  0.454
C -0.293 4.162 -0.462  -0.695
C -1.201 3.218 -0.912  -0.026
C -1.031 2.602 -2.148  0.512
C -1.981 1.556 -2.609  -1.599
C 0.059 2.954 -2.941  -0.288
C 0.977 3.898 -2.506  -0.845
H -0.404 4.643 0.500  0.514
H -2.028 2.937 -0.273  0.356
H -1.886 1.302 -3.661  0.510
H -3.019 1.712 -2.326  0.587
H 0.190 2.502 -3.915  0.459
H 1.823 4.196 -3.111  0.474

Results
Frontier orbital gap = 6.984 eV
Total charge = +1
E_LUMO = -4.05 eV



Asked for relative energy (zero: lowest compared OMol25 entry of this formula, charge and spin) across the records above, the calculation gives 65.6; 97.8; 167.2; 15.3; 630.8; 201.8 kJ/mol in order.